#P
22
Properties=species:S:1:pos:R:3:mulliken_charge:R:1 method="wB97M-V/def2-TZVPD" orbital_gap_ev=9.5 charge=+1 e_lumo_ev=-3.5 homo_energy_ev=-13.0008
C -0.343 0.277 -0.355 0.64
C 2.909 -1.451 -0.353 -0.60
C 2.223 -0.832 0.525 -0.24
C 1.032 0.607 -0.322 0.30
C 1.722 1.897 0.065 -1.25
C -1.856 -0.049 1.403 -0.93
C -2.585 -0.369 -0.927 -0.76
N 0.339 0.277 -1.550 -0.47
N -1.520 -0.099 -0.013 0.04
H 3.788 -2.048 -0.283 0.33
H 2.723 -1.140 -1.384 0.24
H 2.014 -0.674 1.503 0.48
H 2.768 1.724 0.043 0.35
H 1.586 2.255 1.081 0.33
H 1.476 2.688 -0.629 0.41
H -2.537 0.775 1.458 0.38
H -2.314 -1.018 1.701 0.32
H -1.022 0.124 2.116 0.31
H -2.996 -1.444 -0.922 0.29
H -3.378 0.425 -0.673 0.32
H -2.205 -0.184 -2.002 0.27
H 0.278 0.704 -2.410 0.23


#Q
22
Properties=species:S:1:pos:R:3:mulliken_charge:R:1 method="wB97M-V/def2-TZVPD" orbital_gap_ev=8.2 charge=+1 e_lumo_ev=-5.4 homo_energy_ev=-13.6755
C 1.641 -1.207 -1.388 -1.04
C 1.234 -0.554 -0.267 0.63
C 1.420 -0.985 1.149 -1.02
N 0.845 0.775 -0.458 0.87
C 2.010 1.678 -0.780 -0.72
N -0.141 1.353 -0.006 -0.67
C -1.404 1.043 0.452 -0.47
C -2.163 -0.084 0.283 0.33
C -3.583 -0.073 0.636 -1.13
H 2.105 -2.165 -1.419 0.31
H 1.616 -0.766 -2.309 0.35
H 1.501 -2.103 1.084 0.36
H 2.300 -0.692 1.739 0.28
H 0.617 -0.670 1.859 0.33
H 2.823 1.523 -0.082 0.30
H 2.191 1.482 -1.924 0.28
H 1.727 2.790 -0.660 0.32
H -1.639 1.800 1.155 0.34
H -1.778 -1.077 0.020 0.37
H -4.099 0.409 -0.230 0.33
H -3.759 0.656 1.437 0.33
H -4.079 -1.067 0.623 0.34


#Q ends up most stable, edging out the next structure by 0.668 eV.